One molecule with the formula C10H11IN2O. Source: the OMol25 dataset; level of theory: the ωB97M-V functional and the def2-TZVPD basis.

Each line ends with the Löwdin charge.
Positions of all 25 atoms, in Å:
O1 -0.52419 4.20291 0.18467  0.0631
C1 -0.67184 -1.02555 1.57444  -0.0693
C2 -0.34572 -0.00201 -0.56031  -0.2555
C3 0.08586 -3.43213 1.99507  -0.0411
C4 0.52709 -2.18859 -0.10888  -0.0587
H1 1.82052 3.41561 -1.01063  0.1386
H2 0.65232 2.07890 -2.95167  0.1391
H3 -1.15230 -1.02235 2.57194  0.1286
H4 1.41412 0.78183 -2.04004  0.1107
H5 -1.46402 0.89254 1.11152  0.1210
C5 -0.77888 0.02484 0.74811  -0.0720
H6 0.90530 -3.17734 -0.46072  0.1310
C6 0.42540 -1.12888 -0.97850  -0.0122
H7 0.93784 -1.18757 -1.90427  0.0957
C7 0.01492 -2.14251 1.17627  -0.2823
C8 0.73646 1.65312 -1.90541  -0.1801
H8 1.04618 -3.82903 2.08767  0.0503
I1 -3.18052 2.40347 -0.86276  0.8987
N1 -0.50827 1.06409 -1.48003  -0.0705
N2 -1.15639 2.20510 -0.65724  -0.4922
C9 1.05693 2.63641 -0.77957  -0.0609
H9 1.26983 1.91434 0.14435  0.1779
H10 -0.31479 -3.19745 3.02270  0.0938
H11 -0.54082 -4.14126 1.49611  0.0714
C10 -0.25506 3.20152 -0.41282  -0.6251

Cartesian forces (eV/Å) of the 3 atoms listed first:
O 0.005 1.150 0.064
C 0.174 -1.642 2.192
C 1.996 -1.226 -0.503

Energy above the lowest of the compared OMol25 structures with the same formula, charge and spin in eV: 0.855
Spin multiplicity: 1
HOMO-LUMO gap in eV: 8.0674
HOMO energy in eV: -8.49
SMILES string: Cc1ccc(N2CCC(=O)N2I)cc1

=====

C2H8N2S as an isolated structure. Source: the OMol25 dataset; level of theory: the ωB97M-V functional and the def2-TZVPD basis.

Each line ends with the Löwdin charge.
Positions of all 13 atoms, in Å:
N1 0.33138 -0.79928 0.47830  -0.4146
H1 1.99590 -0.38905 -1.65526  0.0005
H2 -2.13631 1.76833 -0.31896  0.0252
H3 -0.03853 -1.24469 1.41263  0.0553
H4 -0.40994 1.06090 1.66713  0.0532
H5 1.87940 -2.19757 -1.33195  0.0221
H6 0.42668 1.65693 0.25847  0.0776
H7 -1.79505 0.13537 -1.02380  0.1045
N2 2.29248 -1.26411 -1.24224  -0.3611
S1 2.07284 -0.86600 0.38700  0.6625
C1 -0.38065 0.95315 0.58833  -0.1714
H8 -2.43442 0.38035 0.82650  0.0915
C2 -1.80377 0.80567 -0.04616  -0.1455

Cartesian forces (eV/Å) of the 3 atoms listed first:
N -1.337 2.439 2.061
H -0.477 -1.082 -1.381
H -0.748 1.143 -0.250

Energy above the lowest of the compared OMol25 structures with the same formula, charge and spin in eV: 2.383
Spin multiplicity: 1
HOMO-LUMO gap in eV: 9.2467
HOMO energy in eV: -8.23

=====

C61H74Br9HfN9O14 as an isolated structure. Source: the OMol25 dataset; level of theory: the ωB97M-V functional and the def2-TZVPD basis.

Each line ends with the Löwdin charge.
Positions of all 168 atoms, in Å:
H1 -1.69582 5.86903 1.72291  0.1156
H2 0.33372 -1.44301 -6.53006  0.0637
C1 -2.38711 -0.45682 -2.51887  -0.0284
H3 2.68285 5.27489 -3.61039  0.1263
H4 -4.53523 -0.68091 -4.52049  0.1276
H5 -1.35914 6.38669 -4.62632  0.1232
H6 1.25443 1.83262 4.40543  0.1217
C2 -0.65500 6.01962 1.47713  -0.0486
C3 1.58336 -3.17642 6.65328  0.0069
C4 -2.23889 -0.01542 5.10899  -1.4676
C5 -2.07999 -0.86900 1.37973  -0.1657
H7 5.32924 4.16231 2.42609  0.1153
C6 -6.24680 -1.42664 -0.93677  -0.0898
C7 -0.02474 1.87032 -0.37131  -0.0392
C8 -6.51861 -0.35006 1.21131  -0.0152
H8 -0.42304 2.34146 -3.76441  0.0910
H9 0.28637 1.45973 -7.46050  0.1022
H10 -7.99845 -2.46778 -1.66288  0.1019
H11 1.42731 -6.40519 5.85079  0.1223
H12 3.29421 2.81197 2.02705  0.0855
C9 6.44676 3.06880 1.02666  -0.0010
O1 -8.15629 -0.24891 3.45412  0.0902
H13 0.97271 7.09297 -4.14232  0.1221
H14 -3.39955 -0.61715 -2.14825  0.0769
H15 -3.02985 -2.71168 -3.50197  0.0716
H16 -2.26620 0.68660 -7.75074  0.1271
H17 -4.77314 -0.16567 -0.05690  0.0829
C10 0.74275 -2.43107 1.36472  -0.0573
C11 2.19832 4.81991 5.10461  0.0038
H18 0.84493 1.43317 -5.81195  0.0582
C12 -0.10467 0.57284 0.38486  -0.4705
C13 -8.44031 -1.48385 0.18053  0.0286
C14 -0.05758 -1.98656 0.15458  -0.4619
H19 1.82267 -2.28915 1.40631  0.0680
H20 0.15093 4.12482 4.46818  0.1284
O2 0.11603 -0.52096 -3.94989  -0.3199
H21 1.25639 -3.49188 -0.94595  0.0402
H22 1.28333 -5.04373 7.72070  0.1266
H23 -0.86093 5.46460 -0.59488  0.1057
C15 1.92387 -4.75979 4.45292  -0.0935
H24 4.57426 -3.40728 2.19651  0.1207
C16 -1.06388 4.38627 -4.05957  -0.0542
C17 0.21479 6.43345 2.46571  -0.1068
H25 -4.50478 0.21758 -6.62295  0.1264
H26 0.48193 -3.43837 1.68938  0.0350
O3 4.23838 -1.85613 0.29400  0.1389
H27 -2.50701 -2.59130 -5.18476  0.0793
Br1 -5.75095 -5.18237 -2.31991  0.5840
O4 3.84733 6.66730 -0.59793  0.0799
C18 -2.27654 -0.69240 -4.06067  -0.4457
O5 3.39372 -2.65242 -1.50820  -0.1453
C19 -7.86985 -0.68540 1.20095  -0.1149
H28 1.41063 6.21516 -1.21053  0.0938
C20 -1.60745 0.47454 0.78679  -0.1109
C21 -1.52320 -2.04651 0.54762  -0.1530
O6 1.97680 1.53238 -3.07633  -0.0949
C22 4.21572 1.75993 0.29813  0.0268
H29 -4.08006 -3.51097 -1.65811  -0.0678
C23 1.46903 6.70863 2.11084  -0.0344
C24 1.11465 6.17412 -0.17270  0.0050
N1 1.88657 -1.08816 5.33771  -0.3375
C25 4.15381 2.63193 1.39852  -0.0545
C26 3.76162 -4.13595 0.29114  -0.1016
C27 -7.59282 -1.85785 -0.86925  -0.0567
H30 1.93377 -5.37605 3.56604  0.0413
H31 0.82917 1.83457 1.98553  0.0686
O7 3.15514 3.10808 -2.52896  0.1271
C28 -5.72582 -0.65015 0.09828  -0.0814
O8 2.39056 -0.56740 4.36486  0.0462
H32 0.32929 0.24083 2.48035  0.0537
C29 2.08462 -3.39033 4.32524  -0.0448
C30 1.66405 -5.35822 5.73161  -0.0399
Br2 -1.40473 -4.50659 3.52635  0.6164
Br3 -3.99517 -0.06755 4.11222  0.6204
C31 1.19995 3.94996 4.65628  0.0165
H33 0.40278 -1.81505 2.19721  0.0649
C32 -1.50653 -6.05047 2.31618  -1.5273
C33 5.26549 3.36366 1.70187  -0.0551
H34 1.01529 2.19539 -0.39940  0.0746
C34 5.37258 1.54059 -0.48620  -0.1536
H35 -1.36555 -2.61307 -3.89117  0.0669
C35 0.68606 6.06238 -3.99356  -0.0194
N2 1.75680 2.70516 4.48536  0.0981
H36 -2.10873 -5.75487 1.45708  -0.1229
C36 -0.05550 1.42330 -6.42613  -0.0301
O9 4.29406 0.26555 -2.12422  -0.1586
H37 -0.06105 -2.93069 -1.87584  0.0582
C37 1.49429 -4.54168 6.78804  -0.0727
H38 4.32050 4.47113 5.59930  0.1305
H39 -1.65292 -1.01320 2.37217  0.0659
H40 1.55900 -2.59978 7.56611  0.1263
N3 5.39850 0.63046 -1.60570  -0.2307
Br4 -4.46324 -4.63917 0.60554  0.6106
N4 2.18272 2.70205 -3.11248  -0.3020
H41 -2.47596 1.80329 -6.56778  0.1119
H42 -0.64468 -0.82794 -7.94892  0.1010
C38 6.48532 2.16833 -0.07827  0.0307
H43 -2.11548 0.53812 -2.16618  0.0679
H44 -1.24937 -1.89892 -6.69052  0.0701
C39 -0.65078 5.66735 -4.24268  -0.0434
C40 3.74092 -6.58240 0.12889  -0.0654
C41 2.02345 6.61389 0.79116  -0.0939
N5 -1.08569 -0.01480 -4.61543  -0.0164
H45 7.33924 3.61658 1.29089  0.1219
H46 -6.10650 0.10025 2.10226  0.0655
H47 0.04092 6.51038 3.52884  0.1118
H48 -3.71340 0.90039 -4.36602  0.1209
C42 4.23756 -6.68830 1.39210  -0.0388
C43 -0.61422 -1.03334 -6.87889  -0.0159
N6 3.42385 6.95109 0.49521  -0.3722
Hf1 2.45045 -0.91714 -3.19636  2.1001
H49 -1.71395 -2.98536 1.06750  0.0615
O10 1.23539 -0.54289 6.20270  0.0543
C44 1.20578 3.74250 -3.52654  -0.1178
H50 2.08013 5.84507 5.42316  0.1309
C45 4.24314 -4.27454 1.64458  0.0015
O11 6.46639 0.28549 -2.10965  0.1709
Br5 0.23645 -6.57748 1.57306  0.5871
O12 -9.93603 -0.22339 2.16732  0.0824
H51 -1.72358 -1.15541 -2.00918  0.0490
C46 1.90499 -2.56639 5.42136  -0.1251
H52 4.56615 -7.62407 1.81963  0.1289
C47 3.39685 -5.32866 -0.45142  0.0417
H53 -2.06625 4.13676 -4.37483  0.1183
H54 -0.64852 2.61939 0.11644  0.0921
C48 -0.19588 5.83729 0.17011  -0.0505
C49 0.22311 -3.15880 -0.84854  -0.0322
H55 -2.22049 -2.28320 -0.25604  0.0956
H56 -3.16928 -0.89091 1.41243  0.0637
C50 -3.54778 -0.10721 -6.21458  -0.1758
H57 -9.50354 -1.67327 0.17266  0.1235
N7 3.80058 -2.78616 -0.30353  -0.2856
H58 -3.44569 -1.11975 -6.60501  0.1091
C51 4.38259 -5.52995 2.18691  -0.0551
H59 2.15641 7.03440 2.87751  0.1117
Br6 -1.83291 1.74819 5.98989  0.5386
C52 -0.98208 0.24122 -6.08249  -0.4621
C53 -3.61564 -0.12830 -4.71294  -0.1191
H60 2.89488 -5.25158 -1.40458  0.1113
C54 1.62235 5.07622 -3.65793  0.0019
H61 -0.34207 1.74581 -1.40664  0.0676
C55 -2.33702 -2.21030 -4.17776  -0.0323
C56 0.78435 0.79538 1.65969  -0.0237
Br7 -2.51022 -5.59379 -1.69435  0.6052
Br8 -2.09484 -1.55323 6.31369  0.6044
H62 2.37307 -3.02285 3.35150  0.0797
H63 -1.76531 1.31164 1.46681  0.1211
H64 -1.41554 -0.16154 4.40981  -0.0748
H65 -5.76779 -1.68766 -1.86887  0.0831
C57 3.11075 2.76974 4.66772  0.0290
C58 -2.34143 0.72591 -6.66405  -0.1318
C59 -4.13506 -4.55089 -1.33615  -1.5016
Br9 -2.31724 -7.54354 3.27189  0.6148
H66 3.28337 1.22839 0.17732  0.0844
O13 1.63089 -0.61343 -0.92546  -0.2644
O14 4.15176 7.45091 1.30103  0.1058
N8 -8.71317 -0.32207 2.38440  -0.3330
H67 -0.43457 -3.94257 -0.47270  0.0319
H68 3.83231 -7.46596 -0.48541  0.1234
N9 0.22459 -0.63672 -0.41329  -0.0120
C60 -0.12053 3.37818 -3.77356  -0.0062
H69 1.79800 0.40478 1.56992  0.0726
H70 4.85625 -5.70263 3.14202  0.1244
H71 7.42732 2.04758 -0.59253  0.1365
H72 -2.23530 0.64532 -0.08772  0.0964
H73 3.60752 1.82109 4.80806  0.1412
C61 3.41998 4.09650 5.13549  0.0490
H74 -0.52616 2.39423 -6.27161  0.0689

Cartesian forces (eV/Å) of the 3 atoms listed first:
H -0.120 -0.246 -0.116
H 0.506 0.355 -0.424
C 0.629 0.156 -0.306

Spin multiplicity: 2
HOMO-LUMO gap (spin up / spin down) in eV: 4.9290 / 4.0990
Charge: +3
HOMO energy (spin up / spin down) in eV: -14.37 / -14.37

=====

A 2-piece molecular cluster, C2H6N2O2 overall. Source: the OMol25 dataset; level of theory: the ωB97M-V functional and the def2-TZVPD basis.

Each line ends with the Löwdin charge.
Positions of all 12 atoms, in Å:
H1 -1.06012 -0.21930 -3.06769  0.0860
N1 2.27037 -0.65115 1.81881  0.1119
O1 -2.14003 1.67334 -0.83304  0.0158
N2 -1.14375 0.67251 -2.60469  0.1012
H2 2.48656 -0.84709 0.85641  0.1021
C1 -2.13980 0.81138 -1.67346  -0.4235
H3 -0.30272 1.21739 -2.50945  0.0956
O2 0.06563 -1.17587 1.75962  0.0001
H4 0.96527 -0.71499 3.46079  0.1250
C2 1.04479 -0.79560 2.36669  -0.4297
H5 2.99478 -0.19743 2.35212  0.0911
H6 -3.04097 0.22681 -1.92610  0.1245

Cartesian forces (eV/Å) of the 3 atoms listed first:
H -0.005 0.163 -0.095
N 0.853 0.555 0.564
O -0.031 -0.089 0.417

Energy above the lowest of the compared OMol25 structures with the same formula, charge and spin in eV: 0.616
Spin multiplicity: 1
HOMO-LUMO gap in eV: 10.7553
HOMO energy in eV: -9.91
SMILES string: NC=O.NC=O

=====

A 2-piece molecular cluster, C3H9BBrFNO2P overall. Source: the OMol25 dataset; level of theory: the ωB97M-V functional and the def2-TZVPD basis.

Each line ends with the Löwdin charge.
Positions of all 19 atoms, in Å:
H1 2.48628 -0.99355 1.17025  0.0822
F1 -3.86711 -1.56212 -2.40584  0.1011
Br1 -0.43667 0.77644 -2.83203  0.3116
C1 0.66134 1.66581 0.85315  -0.5603
O1 0.46662 2.56593 0.05557  0.0084
H2 -2.53400 -0.70752 -0.92517  0.0472
H3 0.82811 -1.55658 0.90543  0.0804
B1 -2.67292 -1.14650 -2.02286  -0.4810
P1 -1.23238 -1.24806 -3.36597  0.5020
N1 1.15843 0.46801 0.44186  0.0028
H4 1.24002 1.68832 2.93767  0.0820
H5 -0.39764 1.09512 2.64958  0.0821
H6 0.37916 -2.65713 -2.85172  0.0406
H7 -0.04121 2.82514 2.47229  0.0812
C2 0.34760 1.82239 2.32499  -0.0125
H8 1.31190 0.41908 -0.55377  0.0819
C3 1.43410 -0.70904 1.23266  -0.0805
H9 1.20289 -0.51606 2.27611  0.0693
O2 -0.33450 -2.22969 -2.36222  -0.4385

Cartesian forces (eV/Å) of the 3 atoms listed first:
H 0.006 0.020 -0.005
F 0.001 0.014 0.104
Br -0.038 0.141 -0.045

Spin multiplicity: 1
HOMO-LUMO gap in eV: 9.0402
HOMO energy in eV: -9.24
SMILES string: CNC(C)=O.OP(Br)BF

=====

A 2-piece molecular cluster, CH6S3 overall. Source: the OMol25 dataset; level of theory: the ωB97M-V functional and the def2-TZVPD basis.

Each line ends with the Löwdin charge.
Positions of all 10 atoms, in Å:
H1 1.38631 -0.66658 0.28162  -0.1865
H2 -0.60500 -3.09155 1.29784  0.0189
S1 -0.54639 1.70069 -1.34793  0.1798
H3 0.64732 3.90897 -0.36970  -0.1898
S2 -0.59241 3.71931 -0.90948  0.2006
H4 0.45928 1.61720 -2.27931  -0.1775
C1 -0.42842 -2.05568 1.03327  -0.4678
H5 -1.12171 -1.88800 0.20570  0.0158
S3 1.27661 -2.00403 0.34863  0.5866
H6 -0.47559 -1.24033 1.73935  0.0199

Cartesian forces (eV/Å) of the 3 atoms listed first:
H -0.085 -0.117 -0.020
H 0.063 0.170 0.925
S 0.636 -0.180 -0.081

Energy above the lowest of the compared OMol25 structures with the same formula, charge and spin in eV: 0.424
Spin multiplicity: 1
HOMO-LUMO gap in eV: 9.2227
HOMO energy in eV: -8.96
SMILES string: CS.SS

=====

Number 1: maximum force 0.0896 hartree/bohr. Number 2: maximum force 0.0711 hartree/bohr. Number 3: maximum force 0.1701 hartree/bohr. Number 4: maximum force 0.0317 hartree/bohr. Number 5: maximum force 0.0097 hartree/bohr. Number 6: maximum force 0.0360 hartree/bohr.